1.
This record from OMol25 describes a structure of composition C22H44N2PPtSi2 at a distorted geometry. The level of theory is ωB97M-V/def2-TZVPD.

Calculated values
Orbital gap (alpha / beta): 5.571 / 5.571 eV
Highest occupied orbital energy (alpha / beta): -8.89 / -8.90 eV

The geometry in ORCA input format:
```
! wB97M-V def2-TZVPD RIJCOSX def2/J DEFGRID3
* xyz 1 1
Pt 0.107 0.356 -0.106
P 1.135 -0.609 1.765
Si 1.305 1.568 -1.754
Si -1.680 1.879 0.207
N -1.298 -1.773 -1.351
N -1.465 -4.240 -1.701
C 3.236 1.710 -1.670
C 0.906 1.397 -3.645
C -2.602 -3.572 -2.389
C -0.656 3.389 -0.467
C 1.103 4.426 -1.738
C 0.301 -2.040 4.178
C 3.260 -2.411 2.670
C -0.064 -2.248 -1.940
C 0.600 5.682 -1.448
C 2.247 -2.104 1.572
C 2.256 0.647 2.510
C -0.527 5.799 -0.654
C -1.519 -3.957 -0.245
C 0.500 3.272 -1.252
C -2.289 2.303 1.992
C -1.524 -2.419 -0.074
C 1.591 2.015 2.395
C -0.180 -3.756 -2.272
C -2.402 -2.041 -2.248
C -1.145 4.657 -0.178
C -0.040 -0.948 3.177
C -3.295 1.863 -0.860
H -0.729 -2.101 0.608
H -2.743 1.449 2.482
H 4.019 -3.091 2.288
H -1.477 2.658 2.614
H -0.926 6.776 -0.413
H -4.054 1.203 -0.451
H 0.742 2.087 3.070
H 1.272 2.280 -4.162
H 1.605 -2.973 1.390
H -2.470 -2.062 0.330
H -1.531 -5.249 -1.843
H -2.610 -3.878 -3.436
H 2.785 -1.904 0.638
H 2.451 0.393 3.554
H -1.015 -1.158 2.733
H -0.522 -2.150 4.883
H -3.038 3.087 1.946
H -3.307 -1.567 -1.868
H 1.085 6.563 -1.844
H 3.597 1.837 -0.655
H 3.764 -1.505 2.988
H 1.231 2.159 1.371
H -0.162 1.330 -3.826
H 3.706 0.821 -2.083
H 1.200 -1.794 4.736
H -2.180 -1.588 -3.214
H 2.797 -2.882 3.533
H 3.203 0.642 1.963
H -0.198 -3.936 -3.348
H -0.137 0.012 3.688
H -2.032 4.763 0.430
H -0.642 -4.403 0.224
H -2.412 -4.417 0.181
H 0.744 -2.047 -1.231
H 1.982 4.347 -2.364
H 0.141 -1.663 -2.838
H -3.105 1.573 -1.888
H 0.440 -2.997 3.675
H -3.704 2.868 -0.870
H -3.525 -3.911 -1.917
H 0.646 -4.324 -1.838
H 3.581 2.559 -2.251
H 2.282 2.818 2.635
H 1.388 0.531 -4.091
*
```

Mulliken population analysis, charges in e, atoms 1 to 8:
1. Pt 1.089
2. P 0.247
3. Si 0.508
4. Si 0.307
5. N 0.087
6. N 0.036
7. C -1.290
8. C -1.294

=====

2.
This record from OMol25 describes a structure of composition C22H44N3OP3STl at a distorted geometry. The level of theory is ωB97M-V/def2-TZVPD.

Calculated values
Orbital gap (alpha / beta): 4.073 / 4.125 eV
Highest occupied orbital energy (alpha / beta): -15.09 / -15.09 eV

The geometry in ORCA input format:
```
! wB97M-V def2-TZVPD RIJCOSX def2/J DEFGRID3
* xyz 3 1
Tl 2.972 -4.031 -3.601
S -0.197 0.665 -5.559
P 1.543 1.357 0.543
P -1.048 2.131 -0.820
P -1.235 0.604 1.732
O 1.802 -2.124 2.711
N 1.861 -4.399 2.558
N 0.994 -3.057 0.790
N 0.250 -4.013 -1.147
C 2.547 2.384 -0.613
C 1.555 -3.141 2.028
C -0.688 -0.232 3.272
C 0.332 -1.970 -4.785
C -2.471 -2.027 -4.286
C -2.839 1.873 -1.183
C 1.694 2.410 2.056
C 3.917 -3.561 -5.887
C -2.173 2.002 2.510
C -0.479 -0.903 -5.210
C 2.506 -4.465 3.865
C -1.089 3.915 -0.336
C 2.719 -4.263 -6.079
C 1.533 -5.535 1.901
C 2.848 0.131 0.955
C 0.960 -5.463 0.663
C 0.711 -4.168 0.142
C -0.284 -3.093 -4.222
C -0.495 2.344 -2.559
C -1.669 -3.073 -3.908
C -2.621 -0.533 1.329
C -1.989 -1.051 -5.298
H -3.393 -0.463 2.105
H 1.940 3.159 -1.093
H -3.153 2.600 -1.944
H 0.688 -6.339 0.088
H 3.966 -2.470 -5.939
H 2.431 -0.687 1.570
H 1.754 -6.458 2.432
H 2.732 -5.362 -6.133
H -2.305 -1.398 -6.306
H 0.301 0.122 3.581
H -2.089 -3.936 -3.379
H 4.876 -4.091 -5.874
H -0.727 1.441 -3.143
H -3.057 -0.303 0.353
H -2.714 1.599 3.374
H -3.526 -1.973 -4.023
H -0.073 4.329 -0.338
H 3.545 -4.804 3.765
H 2.491 -3.465 4.302
H 3.366 2.856 -0.054
H -0.610 -1.310 3.092
H 2.965 1.725 -1.385
H 1.793 -3.770 -6.394
H -1.524 4.039 0.661
H 1.015 3.269 1.984
H -0.156 -3.101 -1.340
H -0.262 -4.787 -1.546
H -1.023 3.198 -3.005
H -3.467 1.992 -0.292
H 2.732 2.764 2.103
H -2.316 0.007 -5.166
H 0.585 2.514 -2.622
H 1.422 -1.880 -4.859
H 0.277 -4.022 -4.053
H -1.462 2.764 2.854
H -1.701 4.450 -1.074
H -1.416 -0.041 4.072
H 1.460 1.833 2.959
H -2.216 -1.552 1.307
H -2.978 0.860 -1.583
H -2.883 2.462 1.813
H 1.966 -5.173 4.503
H 3.662 0.629 1.500
H 3.239 -0.288 0.019
*
```

Mulliken population analysis, charges in e, atoms 1 to 8:
1. Tl 0.713
2. S -0.199
3. P 0.805
4. P 0.793
5. P 0.892
6. O -0.857
7. N 0.085
8. N -0.249